Here is C25H21F6N4O8S2Ta as an isolated structure at a distorted geometry from the OMol25 dataset. Energies are from ωB97M-V with the def2-TZVPD basis set.

Atoms and positions in Å:
Ta (0.447, 0.423, 0.095)
O (5.186, 2.659, -1.638)
C (4.569, 3.697, -1.091)
C (5.206, 4.928, -0.950)
C (4.543, 6.010, -0.418)
C (3.207, 5.902, -0.017)
C (2.555, 4.702, -0.129)
C (3.219, 3.571, -0.649)
C (2.592, 2.290, -0.656)
O (1.310, 2.085, -0.352)
N (3.312, 1.221, -0.888)
N (2.687, 0.097, -0.634)
C (3.335, -1.019, -0.775)
C (2.719, -2.212, -0.286)
C (3.268, -3.481, -0.490)
C (2.588, -4.590, -0.016)
C (1.405, -4.385, 0.682)
C (0.955, -3.088, 0.893)
N (1.579, -2.021, 0.412)
H (6.080, 2.906, -1.924)
H (6.234, 5.026, -1.266)
H (5.057, 6.950, -0.313)
H (2.692, 6.759, 0.388)
H (1.535, 4.589, 0.207)
H (4.335, -1.018, -1.192)
H (4.199, -3.580, -1.027)
H (2.968, -5.586, -0.184)
H (0.834, -5.212, 1.067)
H (0.062, -2.904, 1.471)
F (0.670, 3.718, -2.300)
C (-0.370, 2.918, -2.223)
F (-1.228, 3.223, -3.164)
F (0.064, 1.634, -2.463)
S (-1.314, 2.828, -0.554)
O (-1.264, 1.364, -0.391)
O (-2.579, 3.379, -0.804)
N (-0.551, 3.504, 0.633)
S (-0.064, 2.854, 1.970)
O (0.456, 1.469, 1.813)
O (0.751, 3.719, 2.716)
C (-1.659, 2.373, 2.837)
F (-1.443, 1.775, 3.990)
F (-2.133, 1.444, 1.972)
F (-2.553, 3.321, 2.973)
C (-5.786, -4.748, 0.116)
C (-4.634, -3.819, 0.102)
C (-4.081, -3.364, 1.298)
C (-2.980, -2.537, 1.344)
C (-2.464, -2.140, 2.687)
C (-2.391, -2.119, 0.104)
C (-2.971, -2.554, -1.130)
C (-2.438, -2.097, -2.444)
C (-4.065, -3.390, -1.099)
C (-1.243, -1.285, 0.118)
O (-0.763, -0.771, 1.193)
O (-0.520, -0.965, -0.927)
H (-6.225, -4.814, 1.108)
H (-5.461, -5.747, -0.181)
H (-6.548, -4.441, -0.597)
H (-4.533, -3.684, 2.224)
H (-3.095, -2.557, 3.468)
H (-2.437, -1.058, 2.795)
H (-1.447, -2.493, 2.855)
H (-2.366, -1.010, -2.465)
H (-3.080, -2.432, -3.254)
H (-1.435, -2.491, -2.606)
H (-4.495, -3.724, -2.032)

ΔE to the lowest compared entry with this formula, charge and spin: 319.6 kJ/mol
Total charge: +2
E: -88118.5400 eV